(1)
Entry from the OMol25 dataset: C24H29AuNO3PS2 as an isolated structure (ωB97M-V/def2-TZVPD).

CARTESIAN COORDINATES (ANGSTROEM)
Au (1.35370, -0.68281, 0.29069)
S (1.11925, -0.06131, 2.46916)
S (3.27858, 0.70560, 0.26514)
P (-0.74828, 1.43509, -0.27826)
O (-1.54466, 0.74507, 0.93629)
O (-1.66058, 0.83570, -1.49626)
O (-1.31014, 2.97041, -0.28843)
N (1.97956, -1.46013, -1.59674)
C (-0.66709, 4.11369, 1.76922)
C (-1.02127, -4.16643, -0.76808)
C (-2.64978, 2.32496, -3.13778)
C (-1.33910, -4.74555, 0.44583)
C (-0.43200, 3.96124, 0.28331)
C (-1.00529, -4.08208, 1.61502)
C (5.10330, 0.68395, 2.33259)
C (2.83420, 0.13536, 2.91033)
C (-2.97503, 0.80658, 1.08019)
C (-3.30850, 1.28243, 2.47512)
C (-0.31832, -2.87840, 1.56037)
C (0.03979, -2.29207, 0.34842)
C (-0.19825, -2.34399, -2.19948)
C (-1.07322, -1.92546, -4.42556)
C (-1.20580, -2.46616, -3.15558)
C (-1.49744, 1.40409, -2.80070)
C (1.08161, -1.06962, -3.82931)
C (0.93997, -1.63778, -2.57464)
C (-0.36083, -2.93494, -0.84109)
C (5.47290, 0.55714, 3.66485)
C (4.52541, 0.22145, 4.62007)
C (0.07293, -1.22381, -4.76698)
C (3.78448, 0.47743, 1.94861)
C (3.20731, 0.00462, 4.24119)
H (-0.63828, 4.88719, -0.25286)
H (-2.73590, 0.71647, 3.21052)
H (-1.28237, -4.67520, -1.68822)
H (-2.70465, 3.14904, -2.42823)
H (2.35489, -2.34786, -1.27064)
H (-1.84279, -5.70297, 0.47566)
H (-1.45198, 0.56634, -3.49454)
H (5.84000, 0.94235, 1.58212)
H (-1.26289, -4.50868, 2.57665)
H (-3.07464, 2.33976, 2.59666)
H (-3.35355, -0.20166, 0.90566)
H (-4.37074, 1.13694, 2.67925)
H (-0.54187, 1.93932, -2.86168)
H (2.74690, -0.88768, -1.93618)
H (0.60716, 3.67932, 0.08720)
H (-0.00457, 4.88182, 2.17215)
H (2.46282, -0.26916, 4.97890)
H (-3.59228, 1.77680, -3.10619)
H (-2.11724, -2.98226, -2.88440)
H (-1.69805, 4.40753, 1.97022)
H (6.50578, 0.70872, 3.95069)
H (4.80898, 0.11689, 5.65924)
H (0.17988, -0.78660, -5.75078)
H (-3.39490, 1.46332, 0.31750)
H (-0.46087, 3.17785, 2.29137)
H (-0.04374, -2.39000, 2.48525)
H (1.98480, -0.52355, -4.07641)
H (-1.87437, -2.04099, -5.14356)
H (-2.52295, 2.73265, -4.14285)

Forces on atoms 1 to 3 (eV/Å):
0.7 -0.4 0.1
0.0 0.1 0.4
0.0 0.0 0.1

Spin multiplicity: 1
HOMO energy: -7.3 eV
Energy above the lowest of the compared OMol25 structures with the same formula, charge and spin: 12.2 kcal per mole
Kohn-Sham gap: 7.09 eV

Partial atomic charges computed with the Mulliken method, in multiples of e: number 1, Au, carries 0.69; number 2, S, carries -0.25; number 3, S, carries -0.51; number 4, P, carries 0.38; number 5, O, carries -0.05; number 6, O, carries -0.20; number 7, O, carries -0.27; number 8, N, carries -0.64; number 9, C, carries -0.98; number 10, C, carries -0.74; number 11, C, carries -1.44; number 12, C, carries -0.66; number 13, C, carries -0.39; number 14, C, carries -0.77; number 15, C, carries -0.60; number 16, C, carries 0.17; number 17, C, carries -0.12; number 18, C, carries -1.19; number 19, C, carries -0.52; number 20, C, carries -0.14; number 21, C, carries 0.75; number 22, C, carries -0.85; number 23, C, carries -0.62; number 24, C, carries 0.12; number 25, C, carries -0.76; number 26, C, carries 1.22; number 27, C, carries 0.36; number 28, C, carries -0.51; number 29, C, carries -0.59; number 30, C, carries -0.76; number 31, C, carries 0.65; number 32, C, carries -0.77; number 33, H, carries 0.33; number 34, H, carries 0.24; number 35, H, carries 0.51; number 36, H, carries 0.28; number 37, H, carries 0.31; number 38, H, carries 0.38; number 39, H, carries -0.03; number 40, H, carries 0.41; number 41, H, carries 0.42; number 42, H, carries 0.22; number 43, H, carries 0.32; number 44, H, carries 0.41; number 45, H, carries 0.37; number 46, H, carries 0.41; number 47, H, carries 0.35; number 48, H, carries 0.41; number 49, H, carries 0.42; number 50, H, carries 0.30; number 51, H, carries 0.52; number 52, H, carries 0.25; number 53, H, carries 0.36; number 54, H, carries 0.35; number 55, H, carries 0.38; number 56, H, carries 0.25; number 57, H, carries 0.18; number 58, H, carries 0.44; number 59, H, carries 0.37; number 60, H, carries 0.39; number 61, H, carries 0.42

(2)
Entry from the OMol25 dataset: CH4BrNO2S as an isolated structure (ωB97M-V/def2-TZVPD).

CARTESIAN COORDINATES (ANGSTROEM)
Br (3.33648, 0.25110, -0.25902)
S (0.78564, -1.11794, -0.00315)
O (1.13163, -1.85122, 1.14970)
O (0.93609, -1.73191, -1.25246)
N (-0.78449, -0.70279, 0.31943)
C (1.56976, 0.50552, -0.21237)
H (-1.26830, -1.39022, 0.83059)
H (-1.41824, -0.53210, -0.55757)
H (1.27096, 1.36137, 0.41840)
H (1.14294, 0.61784, -1.47768)

Forces on atoms 1 to 3 (eV/Å):
3.4 -0.2 0.0
-1.8 0.9 1.3
1.1 -0.3 1.5

Spin multiplicity: 1
HOMO energy: -10.5 eV
Energy above the lowest of the compared OMol25 structures with the same formula, charge and spin: 29.2 kcal per mole
Kohn-Sham gap: 10.85 eV

Partial atomic charges computed with the Mulliken method, in multiples of e: number 1, Br, carries -0.02; number 2, S, carries 1.02; number 3, O, carries -0.58; number 4, O, carries -0.55; number 5, N, carries -0.55; number 6, C, carries -0.54; number 7, H, carries 0.28; number 8, H, carries 0.28; number 9, H, carries 0.37; number 10, H, carries 0.28

(3)
Entry from the OMol25 dataset: a 2-piece molecular cluster, C14H16O2 overall (ωB97M-V/def2-TZVPD).

CARTESIAN COORDINATES (ANGSTROEM)
O (-0.11642, 3.32690, 0.07416)
O (-2.01294, -2.50873, 2.18977)
C (-1.96126, -2.10621, 0.82614)
C (-1.19611, -1.75016, -1.42786)
C (-1.04126, -2.45997, -0.16795)
C (-2.21546, 0.09761, -2.80113)
C (-2.19834, -0.85538, -1.67604)
C (0.84098, 2.35885, 0.39639)
C (-2.94750, -1.12696, 0.64791)
C (2.74273, 0.60532, 1.25677)
C (3.71661, -0.58861, 1.13598)
C (3.11301, 1.73661, 0.52992)
C (1.39993, 0.40385, 1.57862)
C (0.42144, 1.21654, 1.01339)
C (-3.11543, -0.50730, -0.59649)
C (2.18414, 2.68533, 0.10688)
H (4.05651, -0.99830, 2.08904)
H (2.54050, 3.52537, -0.47307)
H (-3.61244, -1.04926, 1.49998)
H (-0.39519, -3.32523, -0.19723)
H (-3.25903, 0.25234, -3.19795)
H (1.11550, -0.44499, 2.18630)
H (-0.58312, -1.85789, -2.33217)
H (0.33518, 3.95278, -0.46545)
H (3.05912, -1.39169, 0.78381)
H (-1.78189, -0.30054, -3.73007)
H (-3.66789, 0.43155, -0.57071)
H (-0.66138, 1.22417, 1.09805)
H (-1.39400, -3.24372, 2.27923)
H (-1.95078, 1.14160, -2.59275)
H (4.11962, 1.86994, 0.13704)
H (4.46517, -0.31380, 0.39949)

Forces on atoms 1 to 3 (eV/Å):
-0.3 -1.5 0.6
1.2 -1.2 -0.8
-1.9 1.8 1.0

Spin multiplicity: 2
Expectation value of S²: 0.76
Charge: -1
HOMO energy (spin up / spin down): 0.6 / -3.5 eV
Energy above the lowest of the compared OMol25 structures with the same formula, charge and spin: 30.6 kcal per mole
Kohn-Sham gap (spin up / spin down): 2.46 / 6.54 eV

Partial atomic charges computed with the Mulliken method, in multiples of e: number 1, O, carries -0.51; number 2, O, carries -0.57; number 3, C, carries 0.80; number 4, C, carries -0.50; number 5, C, carries -1.02; number 6, C, carries -1.33; number 7, C, carries 0.92; number 8, C, carries 1.04; number 9, C, carries -0.58; number 10, C, carries 0.57; number 11, C, carries -1.29; number 12, C, carries -0.58; number 13, C, carries -0.57; number 14, C, carries -0.48; number 15, C, carries -0.90; number 16, C, carries -0.83; number 17, H, carries 0.29; number 18, H, carries 0.24; number 19, H, carries 0.29; number 20, H, carries 0.36; number 21, H, carries 0.33; number 22, H, carries 0.41; number 23, H, carries 0.25; number 24, H, carries 0.27; number 25, H, carries 0.32; number 26, H, carries 0.41; number 27, H, carries 0.17; number 28, H, carries 0.40; number 29, H, carries 0.27; number 30, H, carries 0.19; number 31, H, carries 0.25; number 32, H, carries 0.38

(4)
Entry from the OMol25 dataset: a 2-piece molecular cluster, C4H14NOS overall (ωB97M-V/def2-TZVPD).

CARTESIAN COORDINATES (ANGSTROEM)
S (1.74522, 0.08691, -0.92425)
O (-1.38462, -1.95326, -1.94586)
N (-0.49461, -1.22725, 0.73243)
C (0.52463, 1.45946, -0.87755)
C (-0.27958, 0.23751, 1.31603)
C (-1.41019, 0.36319, 2.35874)
C (-0.09186, 1.59245, 0.53807)
H (0.56264, 2.18461, 1.18641)
H (-2.05931, -1.35005, -2.29405)
H (0.56113, -1.48305, 0.61309)
H (-1.21367, -2.74429, -2.43534)
H (-0.23829, 1.12986, -1.70125)
H (-1.18027, 1.19560, 3.02298)
H (2.89065, 0.62186, -0.48092)
H (0.94068, 2.39254, -1.22570)
H (-0.99470, -1.50045, -0.22269)
H (-0.79748, -1.75638, 1.58726)
H (-1.53830, -0.64833, 2.87115)
H (0.68744, 0.21152, 1.93262)
H (-2.33910, 0.61936, 1.84511)
H (-1.12372, 2.03783, 0.51760)

Forces on atoms 1 to 3 (eV/Å):
0.2 -0.1 -0.6
0.1 1.5 1.7
2.9 0.0 -0.3

Spin multiplicity: 1
Charge: +1
HOMO energy: -13.0 eV
Energy above the lowest of the compared OMol25 structures with the same formula, charge and spin: 33.8 kcal per mole
Kohn-Sham gap: 9.99 eV

Partial atomic charges computed with the Mulliken method, in multiples of e: number 1, S, carries -0.28; number 2, O, carries -0.64; number 3, N, carries -0.30; number 4, C, carries -0.61; number 5, C, carries 0.18; number 6, C, carries -1.47; number 7, C, carries -0.46; number 8, H, carries 0.35; number 9, H, carries 0.31; number 10, H, carries 0.43; number 11, H, carries 0.29; number 12, H, carries 0.24; number 13, H, carries 0.36; number 14, H, carries 0.18; number 15, H, carries 0.44; number 16, H, carries 0.30; number 17, H, carries 0.36; number 18, H, carries 0.40; number 19, H, carries 0.23; number 20, H, carries 0.38; number 21, H, carries 0.31

no.,molecular weight (Da)
1,671.58
2,174.02
3,216.28
4,124.23